{"formula": "C48H104N8O12", "method": "ωB97M-V with the def2-TZVPD basis set", "species": ["O", "C", "N", "C", "H", "H", "H", "H", "H", "O", "C", "N", "C", "H", "H", "H", "H", "H", "O", "C", "N", "C", "H", "H", "H", "H", "H", "O", "C", "N", "C", "H", "H", "H", "H", "H", "C", "C", "N", "C", "C", "C", "C", "H", "H", "H", "H", "H", "H", "H", "H", "H", "H", "H", "H", "H", "H", "H", "C", "C", "N", "C", "C", "C", "C", "H", "H", "H", "H", "H", "H", "H", "H", "H", "H", "H", "H", "H", "H", "H", "C", "C", "N", "C", "C", "C", "C", "H", "H", "H", "H", "H", "H", "H", "H", "H", "H", "H", "H", "H", "H", "H", "C", "C", "N", "C", "C", "C", "C", "H", "H", "H", "H", "H", "H", "H", "H", "H", "H", "H", "H", "H", "H", "H", "O", "C", "O", "C", "C", "C", "H", "H", "H", "H", "H", "H", "O", "C", "O", "C", "C", "C", "H", "H", "H", "H", "H", "H", "O", "C", "O", "C", "C", "C", "H", "H", "H", "H", "H", "H", "O", "C", "O", "C", "C", "C", "H", "H", "H", "H", "H", "H"], "coordinates": [[-6.1483, -0.0040, -0.9286], [-5.5927, 0.3461, 0.1076], [-4.5667, 1.2407, 0.0730], [-6.0118, -0.2419, 1.4292], [-4.3054, 1.6904, 0.9389], [-4.3695, 1.5836, -0.8496], [-5.1483, -0.5659, 2.0141], [-6.7708, -1.0099, 1.3245], [-6.4518, 0.5068, 2.0952], [-0.1531, -4.2226, -2.2633], [0.9566, -4.1375, -2.7867], [1.3512, -5.1371, -3.6170], [1.8117, -2.8842, -2.6268], [2.1961, -5.0102, -4.1476], [0.7282, -5.9120, -3.7396], [1.7378, -2.6932, -1.5568], [1.3930, -2.0518, -3.1892], [2.8566, -2.9803, -2.9201], [3.1938, 1.2521, 5.1494], [2.5879, 0.5397, 4.3574], [1.6739, -0.3698, 4.7727], [2.9035, 0.5695, 2.8740], [1.1591, -0.9124, 4.0963], [1.3841, -0.1831, 5.7194], [3.8720, 1.0245, 2.6819], [2.1532, 1.0797, 2.2659], [2.9660, -0.4536, 2.4907], [0.0179, 3.9333, 1.0857], [-0.8455, 4.5772, 0.4951], [-0.7715, 5.9134, 0.4033], [-2.0048, 3.8948, -0.2348], [-0.0805, 6.4326, 0.9125], [-1.5210, 6.4165, -0.0416], [-2.1552, 4.4475, -1.1654], [-2.9295, 4.0881, 0.3165], [-1.8637, 2.8269, -0.3410], [6.9603, -2.6292, -2.8070], [6.3129, -1.2866, -3.1565], [6.9580, -0.1517, -2.5256], [8.1601, 0.2388, -3.2595], [9.3088, 0.5018, -2.2725], [6.0011, 0.9466, -2.2834], [5.5858, 1.0023, -0.8280], [6.4385, -3.4448, -3.3126], [6.9147, -2.8055, -1.7324], [8.0073, -2.6692, -3.1140], [6.1214, -1.2402, -4.2420], [5.2666, -1.3908, -2.8404], [8.4142, -0.5863, -3.9294], [7.9300, 1.0507, -3.9619], [9.5646, -0.4460, -1.7975], [10.1517, 1.0071, -2.7419], [8.9627, 1.0971, -1.4247], [5.0651, 0.8719, -2.8452], [6.5139, 1.8472, -2.6225], [6.4556, 0.9407, -0.1674], [4.9062, 0.2078, -0.5123], [5.1219, 1.9537, -0.5540], [-1.2829, 0.5919, 2.5050], [-1.0230, 1.3805, 1.2182], [0.0594, 0.8121, 0.4035], [0.1681, 1.7115, -0.7387], [1.4987, 1.5540, -1.4815], [0.0009, -0.5920, 0.0645], [-1.2858, -1.0748, -0.5989], [-2.2113, 0.9137, 2.9753], [-0.4229, 0.6145, 3.1767], [-1.4054, -0.4733, 2.2969], [-1.9466, 1.4336, 0.6238], [-0.7574, 2.3997, 1.5018], [0.1097, 2.7548, -0.4202], [-0.7229, 1.6062, -1.3819], [2.2654, 1.3271, -0.7346], [1.8241, 2.4778, -1.9574], [1.4900, 0.6798, -2.1353], [0.8899, -0.7885, -0.5411], [0.1910, -1.1937, 0.9568], [-1.3524, -2.1275, -0.8708], [-2.1259, -0.9485, 0.0900], [-1.4277, -0.4732, -1.5005], [0.0120, 1.3594, -4.7824], [1.2959, 2.1605, -5.0667], [1.8648, 1.7613, -6.3658], [0.9675, 1.8306, -7.5077], [0.5917, 3.2382, -7.8567], [2.6477, 0.5463, -6.3251], [3.7718, 0.5726, -5.2849], [-0.7563, 1.6088, -5.5107], [-0.3915, 1.6528, -3.8059], [0.1916, 0.2889, -4.6612], [0.9327, 3.1890, -5.1242], [1.9642, 2.0236, -4.2273], [1.4582, 1.3341, -8.3512], [0.0922, 1.1687, -7.4101], [-0.0664, 3.2820, -8.7336], [-0.0227, 3.7272, -7.0997], [1.4691, 3.7920, -8.1900], [3.1579, 0.4975, -7.2948], [2.1089, -0.4120, -6.2364], [4.4708, -0.2226, -5.5558], [3.3884, 0.2875, -4.3003], [4.3090, 1.5080, -5.1414], [-5.2536, -7.5879, 0.7233], [-6.2143, -6.4292, 0.5745], [-5.6009, -5.1048, 0.4981], [-4.6115, -5.0214, -0.5756], [-3.9096, -3.6803, -0.6897], [-6.5819, -4.0218, 0.4452], [-7.6262, -4.0739, 1.5409], [-5.7629, -8.5027, 1.0437], [-4.6091, -7.4922, 1.6071], [-4.5906, -7.8396, -0.1020], [-6.9024, -6.5159, -0.2849], [-6.8846, -6.4121, 1.4331], [-3.8788, -5.8024, -0.3616], [-5.0718, -5.2983, -1.5387], [-3.0718, -3.8049, -1.3772], [-4.5640, -2.8971, -1.0702], [-3.5240, -3.4007, 0.2939], [-7.0260, -3.9529, -0.5603], [-6.0281, -3.0896, 0.5744], [-8.3766, -4.8489, 1.3692], [-8.1416, -3.1115, 1.5616], [-7.2667, -4.2602, 2.5541], [-1.1845, 4.7868, 5.7053], [-0.7815, 3.8662, 6.3486], [-0.7574, 3.8673, 7.7034], [-0.4885, 2.5696, 8.2324], [0.1320, 1.7797, 7.0727], [-0.2342, 2.5519, 5.8030], [-1.4407, 2.0809, 8.4505], [0.1869, 2.5928, 9.0803], [-0.2779, 0.7715, 7.0345], [1.2190, 1.8125, 7.1524], [-0.9789, 2.0717, 5.1705], [0.6314, 2.8122, 5.1958], [4.4869, 3.8640, -2.9846], [4.0066, 4.3322, -1.9970], [4.6809, 4.3937, -0.8155], [3.8303, 4.9002, 0.1894], [2.8739, 5.8120, -0.5492], [2.6801, 5.0809, -1.8686], [4.3323, 5.4904, 0.9598], [3.3087, 4.1331, 0.7700], [3.3071, 6.7790, -0.8159], [1.9433, 5.9920, -0.0156], [2.4836, 5.7053, -2.7375], [1.8157, 4.4109, -1.8310], [-0.3716, -2.6069, 3.0972], [-0.5679, -3.6457, 2.5073], [-0.4343, -3.7767, 1.2056], [-0.8729, -5.0445, 0.6980], [-1.2954, -5.8713, 1.9335], [-0.9628, -4.9535, 3.1277], [-0.0180, -5.4765, 0.1852], [-1.7145, -4.8128, 0.0540], [-0.6901, -6.7724, 2.0093], [-2.3557, -6.1079, 1.8807], [-0.1661, -5.3723, 3.7430], [-1.8165, -4.9125, 3.8028], [-4.4558, 2.0861, 2.8981], [-4.5979, 1.9491, 4.0790], [-4.8319, 0.7397, 4.6404], [-4.7081, 0.8516, 6.0680], [-4.0081, 2.1733, 6.3574], [-4.4195, 3.0327, 5.1582], [-4.3169, -0.0125, 6.6008], [-5.7392, 0.9134, 6.4357], [-2.9338, 2.0109, 6.3807], [-4.4330, 2.5778, 7.2738], [-3.6093, 3.6951, 4.8557], [-5.3229, 3.6379, 5.2109]], "forces_ev_per_angstrom": [[0.2, 0.0, 0.3], [-0.6, -0.4, -0.9], [-0.5, -0.6, 0.6], [0.2, 0.6, 1.0], [0.2, 0.1, -0.3], [0.2, 0.3, 0.1], [0.0, -0.3, -0.2], [0.3, -0.2, -0.3], [0.0, 0.3, -0.3], [0.8, 0.3, 0.3], [-1.6, 0.1, -0.6], [1.0, 0.9, 0.2], [0.0, -0.7, 0.3], [-0.1, -0.4, -0.1], [0.0, -0.1, -0.2], [0.2, 0.4, -0.1], [-0.3, -0.1, 0.1], [0.0, -0.2, 0.0], [-0.5, 0.0, 0.0], [1.1, 0.3, -0.4], [0.3, 0.5, -0.1], [0.1, -0.5, -0.3], [-0.3, -0.1, 0.3], [-0.4, -0.6, -0.1], [0.0, 0.2, 0.3], [-0.2, 0.0, 0.2], [-0.1, 0.0, 0.0], [0.1, 1.8, 0.1], [0.6, -1.3, 0.3], [-0.7, 0.7, -0.5], [-0.3, 1.5, 0.2], [0.0, -0.1, 0.2], [0.1, 0.1, 0.1], [0.1, -0.4, -0.3], [0.1, -0.2, 0.2], [-0.1, 0.6, -0.3], [0.1, 0.2, -0.2], [-1.0, -1.2, 0.2], [-1.0, -0.5, -0.8], [0.0, -0.2, 0.1], [-0.7, 0.1, -0.1], [0.4, -0.1, 0.3], [0.4, 0.6, 1.0], [0.0, 0.0, 0.0], [0.0, 0.1, 0.0], [0.0, 0.0, 0.0], [0.8, 0.4, -0.2], [0.1, 0.4, 0.6], [0.2, -0.1, 0.2], [0.2, 0.4, 0.3], [0.4, -0.1, -0.3], [0.2, -0.2, 0.1], [-0.1, 0.3, -0.2], [0.3, -0.2, -0.5], [-0.3, 0.3, 0.4], [0.1, -0.1, -0.1], [0.0, -0.1, -0.3], [-0.2, 0.0, -0.3], [0.0, -0.7, -0.7], [-0.2, -1.3, 1.0], [-0.1, 1.7, 0.5], [0.6, 0.0, -0.7], [-0.1, -0.6, 0.6], [0.3, -0.9, 0.3], [-0.2, 0.3, 0.0], [0.2, 0.2, 0.2], [-0.1, 0.4, 0.1], [-0.2, 0.0, -0.1], [-0.1, -0.4, 0.3], [-0.1, -0.8, -0.2], [0.4, -0.9, 0.2], [0.3, -0.3, -0.5], [0.0, 0.1, 0.1], [-0.2, -0.3, -0.5], [0.1, 0.3, -0.4], [-0.2, 0.0, -0.3], [-0.1, 0.2, 0.2], [0.7, 0.0, -0.1], [-0.1, 0.4, -0.1], [-0.4, -0.1, 0.0], [0.0, 0.3, 1.2], [-1.8, -0.8, -1.0], [0.5, 0.2, 0.6], [0.1, -1.0, 0.0], [-0.8, 0.3, -1.1], [1.2, 0.5, -0.4], [-0.4, -0.8, 0.4], [0.0, -0.4, -0.1], [0.0, 0.1, 0.0], [-0.1, -0.1, -0.5], [0.6, 0.2, 0.0], [0.5, 0.2, -0.3], [0.4, 0.4, 0.0], [-0.3, 0.3, 0.3], [0.0, -0.4, 0.0], [0.5, 0.2, 0.3], [0.0, 0.3, 0.6], [-0.2, -0.1, -0.1], [-0.4, 0.2, 0.2], [0.2, 0.2, 0.1], [0.0, 0.1, 0.1], [-0.1, 0.2, -0.4], [0.4, -0.8, 1.1], [-0.5, 0.8, -0.2], [0.5, 0.0, 0.5], [-0.4, -0.3, 0.2], [0.0, -0.4, 0.0], [0.8, 0.0, 0.2], [-0.7, -0.1, -0.1], [-0.4, 0.0, -0.6], [0.1, 0.7, -0.2], [-0.3, 0.2, -0.3], [0.2, -0.5, -0.2], [0.1, -0.2, 0.2], [0.1, 0.1, -0.1], [0.0, 0.1, -0.2], [0.0, 0.2, 0.0], [0.1, 0.1, 0.0], [0.0, 0.2, 0.0], [-0.4, -0.1, 0.1], [0.0, -0.1, -0.1], [-0.1, 0.1, -0.1], [-0.1, -0.1, 0.0], [0.5, 0.1, -0.2], [-0.2, 0.4, 0.1], [0.1, -0.5, -0.3], [-0.1, 0.4, 0.3], [-0.2, -0.8, -1.2], [0.4, 0.1, -0.5], [-0.1, 0.5, 0.7], [0.0, 0.3, 0.6], [-0.3, 0.4, 0.2], [0.4, -0.1, 0.2], [0.0, -0.5, 0.1], [0.0, 0.0, -0.1], [0.0, -0.2, -0.1], [0.0, -0.3, 0.1], [-0.2, 0.6, -0.5], [0.2, -0.6, -0.1], [-0.7, 1.2, 1.2], [-0.7, 0.4, -0.7], [-0.4, -0.4, 0.2], [0.7, -0.2, -0.4], [0.0, -0.4, -0.5], [0.3, 0.0, 0.5], [0.1, -0.1, 0.1], [0.4, 0.1, 0.0], [0.3, -0.2, 0.1], [0.2, -0.2, -0.3], [-0.1, 0.4, 1.4], [0.3, 0.6, -0.6], [0.0, -0.1, 0.7], [0.5, 0.3, 0.0], [-0.7, -1.2, -0.1], [-0.3, 0.0, -0.3], [0.3, -0.3, -0.3], [-0.3, -0.2, -0.2], [0.0, -0.1, 0.1], [0.3, 0.3, -0.2], [0.0, 0.6, 0.0], [-0.4, 0.0, -0.2], [0.6, 0.5, 0.3], [0.7, -0.1, 0.0], [-1.6, 0.5, 0.7], [-1.1, 0.0, -0.1], [0.9, -0.8, -0.8], [0.6, -0.2, -0.8], [0.0, 0.1, 0.0], [0.1, 0.3, 0.2], [0.6, 0.0, 0.3], [-0.1, 0.0, -0.1], [-0.1, -0.2, 0.4]], "homo_lumo_gap_ha": 0.2981, "e_tot_ha": -3232.26423, "smiles": "CCN(CC)CC.CCN(CC)CC.CCN(CC)CC.CCN(CC)CC.O=C1CCCO1.O=C1CCCO1.O=C1CCCO1.O=C1CCCO1.CC(N)=O.CC(N)=O.CC(N)=O.CC(N)=O", "largest_force_ha_per_bohr": 0.0428, "e_lumo_ev": 0.37}